*A*
Entry from OMol25: 2 unconnected molecules or ions with the total composition CH4NO3 (ωB97M-V/def2-TZVPD).

Each atom is followed by the atoms it is bonded to, with distances in Å.
Atoms and positions in Å:
1 O -2.973 -0.095 -0.631  H8 0.972, H9 0.981
2 C 0.750 0.494 0.188  N5 1.431, O6 1.245, O7 1.258
3 H 1.631 -1.349 0.047  N5 1.005
4 H 2.660 -0.198 0.833  N5 1.006
5 N 1.873 -0.391 0.237  C2 1.431, H3 1.005, H4 1.006
6 O 0.854 1.556 0.829  C2 1.245
7 O -0.157 0.123 -0.601  C2 1.258
8 H -2.508 -0.159 0.220  O1 0.972
9 H -2.131 0.018 -1.121  O1 0.981

Computed properties:
- total charge = -1
- HOMO energy (eV) = -4.2

***

*B*
Entry from OMol25: 2 unconnected molecules or ions with the total composition CH4NO3 (ωB97M-V/def2-TZVPD).

Each atom is followed by the atoms it is bonded to, with distances in Å.
Atoms and positions in Å:
1 O 2.451 -0.102 0.831  C2 1.241
2 C 1.976 0.152 -0.288  O1 1.241, H3 1.236, O4 1.235
3 H 2.592 -0.093 -1.330  C2 1.236
4 O 0.864 0.604 -0.578  C2 1.235
5 O -1.433 -0.231 0.676  H7 1.058, N8 1.465
6 H -1.588 1.555 -0.435  N8 1.002
7 H -0.433 -0.003 0.417  O5 1.058
8 N -1.977 0.634 -0.374  O5 1.465, H6 1.002, H9 1.041
9 H -1.514 0.287 -1.239  N8 1.041

Computed properties:
- total charge = -1
- HOMO energy (eV) = -4.7

***

Which one is most stable, and which one is least stable? *A* is the most stable of them, while *B* is the least stable.

***

*A*
Entry from OMol25: 2 unconnected molecules or ions with the total composition C3H8NOS (ωB97M-V/def2-TZVPD).

Each atom is followed by the atoms it is bonded to, with distances in Å.
Atoms and positions in Å:
1 H 2.154 -0.261 -1.989  C14 1.110
2 H -1.236 1.605 1.194  C3 1.078
3 C -0.240 2.011 1.121  H2 1.078, S4 1.797, H8 1.104, H10 1.172
4 S 1.046 0.763 0.993  C3 1.797, C9 1.652
5 H -1.287 -1.350 -0.508  N13 1.056
6 H 1.006 -1.726 -1.774  C14 1.037
7 O 0.094 0.144 -1.503  C9 1.266, C14 1.474
8 H -0.129 2.468 2.120  C3 1.104
9 C 0.703 -0.040 -0.409  S4 1.652, O7 1.266, C14 1.446
10 H -0.054 2.868 0.344  C3 1.172
11 H -1.626 -1.427 1.025  N13 1.032
12 H -0.858 -2.654 0.524  N13 1.012
13 N -0.837 -1.650 0.398  H5 1.056, H11 1.032, H12 1.012
14 C 1.266 -0.750 -1.537  H1 1.110, H6 1.037, O7 1.474, C9 1.446

Computed properties:
- total charge = +1
- HOMO energy (eV) = -14.6

***

*B*
Entry from OMol25: a gas-phase ion, C3H8NOS (charge +1) (ωB97M-V/def2-TZVPD).

Each atom is followed by the atoms it is bonded to, with distances in Å.
Atoms and positions in Å:
1 H 0.101 1.171 -0.128  C11 1.096
2 H -0.742 1.752 1.375  C11 1.186
3 H 1.474 0.464 1.407  N8 0.949
4 H 1.422 -0.991 2.329  N8 1.033
5 O -0.462 -0.959 -1.959  S6 1.601, C9 1.257
6 S -0.637 -1.584 -0.495  O5 1.601, C7 2.103
7 C -0.266 -0.431 1.224  S6 2.103, N8 1.349, C11 1.524, H12 1.086
8 N 0.980 -0.285 1.719  H3 0.949, H4 1.033, C7 1.349
9 C 0.326 -0.129 -2.479  O5 1.257, H13 1.079, H14 1.153
10 H -1.765 0.726 0.155  C11 1.163
11 C -0.691 0.880 0.572  H1 1.096, H2 1.186, C7 1.524, H10 1.163
12 H -0.982 -1.015 1.796  C7 1.086
13 H 1.235 0.177 -1.986  C9 1.079
14 H 0.008 0.225 -3.529  C9 1.153

Computed properties:
- total charge = +1
- HOMO energy (alpha / beta) (eV) = -13.6 / -13.6

***

*C*
Entry from OMol25: a gas-phase ion, C3H8NOS (charge +1) (ωB97M-V/def2-TZVPD).

Each atom is followed by the atoms it is bonded to, with distances in Å.
Atoms and positions in Å:
1 H -1.366 -0.009 1.501  C12 1.094
2 H -0.540 2.657 0.039  S5 1.339
3 C -0.053 -0.713 -0.047  C4 1.549, N9 1.530, H11 1.088, C12 1.522
4 C 1.226 -0.250 -0.788  C3 1.549, H7 1.095, O8 1.194
5 S -1.408 1.679 -0.251  H2 1.339, C12 1.804
6 H 0.136 0.865 1.382  C12 1.088
7 H 1.245 0.798 -1.103  C4 1.095
8 O 2.134 -1.014 -0.924  C4 1.194
9 N 0.457 -1.812 0.888  C3 1.530, H10 1.026, H13 1.024, H14 1.020
10 H 1.033 -2.451 0.328  N9 1.026
11 H -0.712 -1.267 -0.711  C3 1.088
12 C -0.652 0.411 0.786  H1 1.094, C3 1.522, S5 1.804, H6 1.088
13 H 1.027 -1.477 1.669  N9 1.024
14 H -0.362 -2.293 1.258  N9 1.020

Computed properties:
- total charge = +1
- HOMO energy (eV) = -13.6
- SMILES string = [NH3+][C@H](C=O)CS

***

Which one is most stable, and which one is least stable? *C* is the most stable of them, while *B* is the least stable.

***

*A*
Entry from OMol25: a gas-phase ion, C3H8NOS (charge +1) (ωB97M-V/def2-TZVPD).

Each atom is followed by the atoms it is bonded to, with distances in Å.
Atoms and positions in Å:
1 S -0.878 0.832 -2.070  H4 1.381, C11 1.842
2 H 1.596 -0.359 1.278  N9 1.044
3 H -0.165 -1.466 -1.451  C11 1.089
4 H -0.810 0.247 -3.320  S1 1.381
5 C -0.379 1.489 0.748  C8 1.649, H10 1.135, O14 1.178
6 H 0.397 -0.633 2.288  N9 1.011
7 H 0.760 -1.779 1.212  N9 1.037
8 C -0.342 -0.101 0.313  C5 1.649, N9 1.539, C11 1.535, H12 1.124
9 N 0.630 -0.755 1.312  H2 1.044, H6 1.011, H7 1.037, C8 1.539
10 H -1.366 2.038 0.856  C5 1.135
11 C 0.053 -0.449 -1.129  S1 1.842, H3 1.089, C8 1.535, H13 1.169
12 H -1.387 -0.496 0.437  C8 1.124
13 H 1.195 -0.517 -1.369  C11 1.169
14 O 0.696 1.947 0.896  C5 1.178

Computed properties:
- total charge = +1
- HOMO energy (eV) = -13.3
- SMILES string = [NH3+][C@@H](C=O)CS

***

*B*
Entry from OMol25: a gas-phase ion, C3H8NOS (charge +1) (ωB97M-V/def2-TZVPD).

Each atom is followed by the atoms it is bonded to, with distances in Å.
Atoms and positions in Å:
1 H -0.435 0.638 -2.117  C5 1.122
2 H 0.945 -1.606 -1.163  N7 1.041
3 C -0.491 -0.325 -0.129  C5 1.541, N7 1.607, C8 1.589, H12 1.089
4 H -0.461 2.556 0.757  S9 1.396
5 C -0.046 0.805 -1.078  H1 1.122, C3 1.541, S9 1.822, H10 1.148
6 O 0.758 0.321 1.868  C8 1.204
7 N 0.643 -1.463 -0.177  H2 1.041, C3 1.607, H13 1.076, H14 1.026
8 C -0.325 0.087 1.397  C3 1.589, O6 1.204, H11 1.115
9 S -0.972 2.267 -0.510  H4 1.396, C5 1.822
10 H 1.066 1.090 -1.064  C5 1.148
11 H -1.269 0.051 1.989  C8 1.115
12 H -1.429 -0.862 -0.261  C3 1.089
13 H 1.578 -1.173 0.270  N7 1.076
14 H 0.438 -2.387 0.219  N7 1.026

Computed properties:
- total charge = +1
- HOMO energy (eV) = -13.5
- SMILES string = [NH3+][C@@H](C=O)CS

***

Which one is most stable, and which one is least stable? *B* is the most stable of them, while *A* is the least stable.

***

*A*
Entry from OMol25: 2 unconnected molecules or ions with the total composition C3H8NOS (ωB97M-V/def2-TZVPD).

Each atom is followed by the atoms it is bonded to, with distances in Å.
Atoms and positions in Å:
1 O -2.921 -2.724 -5.445  S11 1.646, C14 1.488
2 H -4.781 -1.332 -5.309  S11 1.419
3 H -1.621 -5.339 -5.760  C8 1.083
4 H 1.433 4.957 5.054  C5 1.071
5 C 1.543 4.069 5.642  H4 1.071, N6 1.316, H7 1.060
6 N 2.724 3.488 5.673  C5 1.316, H10 1.038, H12 1.007
7 H 0.594 3.716 5.957  C5 1.060
8 C -1.441 -4.790 -4.844  H3 1.083, H9 1.055, C14 1.353
9 H -0.657 -4.993 -4.166  C8 1.055
10 H 2.899 2.528 6.025  N6 1.038
11 S -3.718 -1.691 -4.442  O1 1.646, H2 1.419
12 H 3.529 4.077 5.534  N6 1.007
13 H -1.720 -2.853 -3.839  C14 1.114
14 C -1.920 -3.533 -4.699  O1 1.488, C8 1.353, H13 1.114

Computed properties:
- total charge = +1
- HOMO energy (eV) = -9.8

***

*B*
Entry from OMol25: 2 unconnected molecules or ions with the total composition C3H8NOS (ωB97M-V/def2-TZVPD).

Each atom is followed by the atoms it is bonded to, with distances in Å.
Atoms and positions in Å:
1 H 2.838 -1.791 -0.068  C14 1.049
2 H -1.097 1.260 2.128  O10 0.954
3 H 1.211 0.635 0.800  C5 1.121
4 H -0.640 -1.092 -1.000  N7 1.029
5 C 1.472 -0.437 0.599  H3 1.121, H6 1.032, C14 1.307
6 H 1.158 -1.222 1.191  C5 1.032
7 N -1.315 -0.518 -0.476  H4 1.029, H11 1.098, H12 1.128, C13 1.458
8 S -0.603 1.950 -0.697  C13 1.587
9 H 2.953 -0.198 -0.826  C14 1.065
10 O -1.416 0.633 1.484  H2 0.954, C13 1.323
11 H -1.718 -1.131 0.341  N7 1.098
12 H -2.141 -0.207 -1.178  N7 1.128
13 C -1.025 0.728 0.223  N7 1.458, S8 1.587, O10 1.323
14 C 2.571 -0.778 -0.020  H1 1.049, C5 1.307, H9 1.065

Computed properties:
- total charge = +1
- HOMO energy (eV) = -14.1

***

Which one is most stable, and which one is least stable? *B* is the most stable of them, while *A* is the least stable.